Computed, not measured: C4H7NO2 as an isolated structure, with wB97M-V/def2-TZVPD.

Properties
calculated total energy	-361.6541	hartree
largest force on an atom	0.4	eV/Å
E_HOMO	-9.95	eV
spin multiplicity	1

Geometry as XYZ:
```
14
Properties=species:S:1:pos:R:3:mulliken_charge:R:1
C 1.25 1.36 0.45 -1.309
C 0.21 0.34 0.08 1.220
C -0.92 0.63 -0.82 -0.636
O 0.19 -0.13 -1.26 -0.424
C -0.01 -0.72 1.08 0.469
O 0.16 -0.74 2.37 -0.461
N -0.40 -1.91 1.23 -0.429
H 1.29 2.15 -0.31 0.384
H 1.01 1.81 1.42 0.326
H 2.24 0.89 0.52 0.311
H -1.86 0.08 -0.71 0.300
H -1.00 1.64 -1.24 0.270
H -0.81 -2.47 -1.29 -0.276
H -1.34 -2.93 -1.53 0.256
```

Computed, not measured: a 14-piece molecular cluster, C18H64N18O14 overall in a non-equilibrium geometry, with wB97M-V/def2-TZVPD.

Properties
calculated total energy	-2763.0025	hartree
largest force on an atom	12.3	eV/Å
E_HOMO	-7.45	eV
spin multiplicity	1

Geometry as XYZ:
```
114
Properties=species:S:1:pos:R:3:mulliken_charge:R:1
C -2.47 -15.51 15.30 -0.888
C -1.39 -15.18 16.30 0.846
O -0.22 -14.96 15.59 -0.608
H -3.39 -15.82 15.73 0.465
H -2.18 -16.30 14.57 0.491
H -2.81 -14.58 14.77 -0.264
H -1.26 -16.08 16.94 0.640
H -1.62 -14.40 17.05 -0.702
H 0.58 -14.80 16.15 0.379
C 0.89 -12.75 22.49 -0.725
C -0.53 -13.02 22.24 -0.445
O -0.82 -12.51 20.98 -0.325
H 1.17 -11.67 22.41 0.124
H 1.51 -13.20 21.63 0.029
H 1.23 -13.04 23.49 0.432
H -1.28 -12.55 22.90 0.323
H -0.85 -14.04 22.27 0.360
H -0.57 -11.62 21.04 -0.222
C -0.27 -15.77 19.84 -1.034
C 0.50 -14.55 19.16 0.774
O 1.15 -15.00 17.98 -0.692
H 0.39 -16.61 20.15 0.362
H -1.08 -16.06 19.14 0.115
H -0.77 -15.39 20.70 0.042
H 1.38 -14.25 19.77 0.408
H 0.03 -13.60 18.97 -0.191
H 1.93 -14.41 17.96 0.181
C -4.51 -9.15 15.21 0.311
C -5.22 -7.80 15.03 -0.697
O -6.45 -7.90 14.31 -0.545
H -3.66 -9.21 15.93 -0.508
H -4.36 -9.58 14.21 -0.133
H -5.26 -9.73 15.67 0.420
H -4.58 -7.08 14.56 0.312
H -5.43 -7.54 16.08 0.307
H -6.21 -8.14 13.45 0.311
C -1.83 -11.69 16.94 -1.259
O -2.23 -12.31 15.76 1.250
N -0.63 -11.74 17.39 2.062
N -2.62 -11.02 17.68 0.735
H 0.20 -12.17 16.90 -0.636
H -0.48 -11.29 18.29 -0.833
H -3.66 -11.04 17.56 0.590
H -2.30 -10.39 18.41 0.132
C -1.75 -6.66 16.14 0.629
O -2.17 -7.08 14.91 -0.642
N -2.10 -7.28 17.21 -0.506
N -0.93 -5.68 16.26 -0.457
H -2.81 -7.98 17.25 0.040
H -1.62 -7.26 18.11 0.278
H -0.61 -5.20 15.43 0.258
H -1.03 -5.19 17.16 0.273
C 0.02 -10.59 13.98 0.081
O 0.63 -11.61 14.75 -0.562
N -1.25 -10.64 13.80 0.180
N 0.64 -9.64 13.36 -0.322
H -1.71 -11.28 14.41 -0.700
H -1.72 -9.95 13.22 0.235
H 1.63 -9.39 13.55 0.369
H 0.17 -8.76 13.10 0.214
C -5.51 -12.44 16.84 0.121
O -6.71 -12.06 16.29 -0.760
N -4.76 -13.38 16.39 0.465
N -5.08 -11.97 17.94 -0.362
H -5.15 -13.88 15.58 0.422
H -3.74 -13.24 16.37 -0.981
H -5.77 -11.30 18.36 0.284
H -4.69 -12.58 18.70 0.043
C -1.59 -13.67 12.25 0.175
O -1.72 -12.90 11.19 -0.741
N -1.44 -14.96 12.24 -0.405
N -0.94 -13.47 13.36 0.247
H -1.34 -15.23 11.21 0.335
H -2.33 -15.44 12.50 0.242
H -0.67 -12.46 13.25 0.336
H -1.31 -13.57 14.37 -1.086
C 1.16 -8.58 16.65 0.137
O 2.24 -9.37 16.34 -0.719
N 1.34 -7.26 16.85 -0.281
N -0.02 -9.00 16.87 1.235
H 2.33 -6.95 16.59 0.311
H 0.58 -6.55 16.87 0.319
H -0.24 -9.99 16.66 -0.781
H -0.83 -8.41 16.92 -0.312
C -0.72 -9.58 20.12 0.162
O -1.96 -9.20 19.59 -0.843
N -0.54 -9.65 21.41 -0.298
N 0.17 -10.04 19.31 0.023
H -1.12 -8.96 21.86 0.353
H 0.40 -9.72 21.85 0.241
H 0.15 -9.67 18.36 0.177
H 1.10 -10.40 19.60 0.241
C -3.62 -14.44 19.70 0.340
O -3.38 -15.25 20.78 -0.754
N -4.50 -14.68 18.74 -0.136
N -2.99 -13.28 19.54 0.037
H -5.12 -15.43 18.91 0.251
H -4.63 -14.13 17.87 0.134
H -2.24 -13.17 20.27 0.098
H -2.85 -12.67 18.73 0.516
C 3.34 -13.05 16.97 0.345
O 3.66 -13.47 15.72 -0.753
N 2.50 -12.07 17.24 0.192
N 3.90 -13.76 17.92 -0.309
H 2.31 -11.52 16.42 0.022
H 2.55 -11.74 18.24 0.075
H 4.83 -14.12 17.53 0.304
H 3.94 -13.51 18.93 0.177
C -4.60 -12.05 13.18 -0.608
O -5.50 -12.73 12.33 -0.580
H -3.85 -12.71 13.66 0.113
H -5.26 -11.71 13.96 0.435
H -4.15 -11.21 12.67 0.409
H -5.92 -12.20 11.69 0.328
```

Computed, not measured: C29H27N5OSSn as an isolated structure, with wB97M-V/def2-TZVPD.

Properties
calculated total energy	-2082.3339	hartree
largest force on an atom	0.5	eV/Å
E_HOMO	-14.12	eV
net charge	+2
spin multiplicity	1

Geometry as XYZ:
```
64
Properties=species:S:1:pos:R:3:mulliken_charge:R:1
Sn 0.34 0.49 0.12 1.493
C -0.06 0.80 4.72 -0.967
C 0.65 -0.30 5.18 -0.695
C 1.17 -1.19 4.26 -0.919
C 0.97 -0.96 2.91 0.617
N 0.29 0.11 2.47 0.554
C -0.21 0.97 3.36 -0.279
C 1.45 -1.89 1.85 0.738
C 2.35 -2.93 2.05 -1.031
C 2.67 -3.74 0.97 -0.882
C 2.08 -3.52 -0.27 -1.039
C 1.20 -2.46 -0.38 0.866
N 0.93 -1.67 0.65 0.331
C 0.39 -2.13 -1.59 0.410
C 0.15 -3.02 -2.62 -0.956
C -0.79 -2.69 -3.59 -0.715
C -1.46 -1.49 -3.49 -0.726
C -1.14 -0.63 -2.45 -0.489
N -0.23 -0.94 -1.54 0.697
H -0.48 1.52 5.41 0.475
H 0.80 -0.46 6.24 0.470
H 1.72 -2.07 4.59 0.419
H -0.72 1.83 2.96 0.599
H 2.80 -3.11 3.02 0.446
H 3.39 -4.54 1.09 0.469
H 2.31 -4.16 -1.11 0.491
H 0.65 -3.98 -2.64 0.452
H -1.00 -3.38 -4.39 0.479
H -2.22 -1.20 -4.21 0.475
H -1.63 0.33 -2.34 0.538
O -1.74 0.07 0.39 -0.664
N -2.59 1.03 0.77 0.529
C -3.82 0.62 1.15 -0.287
C -4.77 1.52 1.53 -0.760
C -4.45 2.88 1.51 -0.286
C -3.20 3.28 1.12 -0.858
C -2.23 2.34 0.75 0.761
S -0.63 2.78 0.27 -0.522
H -3.95 -0.45 1.13 0.521
H -5.75 1.17 1.83 0.453
H -5.19 3.62 1.79 0.435
H -2.92 4.33 1.10 0.494
C 0.93 1.21 -3.62 -1.363
N 1.41 1.50 -2.26 0.688
C 1.61 2.96 -2.15 -1.332
C 2.69 0.80 -2.07 -1.259
C 3.25 1.07 -0.69 0.319
C 4.58 1.42 -0.53 -0.722
C 5.07 1.77 0.72 -0.860
C 4.21 1.79 1.81 -0.894
C 2.88 1.43 1.65 -0.864
C 2.39 1.05 0.40 1.167
H 1.62 1.61 -4.36 0.444
H -0.04 1.67 -3.78 0.349
H 0.86 0.13 -3.77 0.361
H 2.35 3.30 -2.88 0.341
H 1.96 3.23 -1.15 0.422
H 0.66 3.46 -2.34 0.395
H 3.41 1.10 -2.83 0.652
H 2.51 -0.27 -2.21 0.206
H 5.23 1.45 -1.40 0.478
H 6.10 2.05 0.84 0.422
H 4.57 2.09 2.78 0.495
H 2.23 1.48 2.52 0.417
```

Computed, not measured: a 2-piece molecular cluster, C6H14N2 overall in a non-equilibrium geometry, with wB97M-V/def2-TZVPD.

Properties
calculated total energy	-346.4104	hartree
largest force on an atom	5.0	eV/Å
E_HOMO	-8.13	eV
spin multiplicity	1

Geometry as XYZ:
```
22
Properties=species:S:1:pos:R:3:mulliken_charge:R:1
C 2.01 -0.44 1.53 -1.397
C 0.91 0.52 1.13 1.057
C -0.39 0.40 2.44 -1.357
N 1.13 1.70 0.70 -0.778
H 1.73 -1.15 2.31 0.302
H 2.31 -1.04 0.67 0.346
H 2.88 0.11 1.89 0.393
H -0.88 -0.57 2.42 0.438
H 0.12 0.52 3.40 0.376
H -1.09 1.19 2.18 0.373
H 2.11 1.97 0.71 0.230
C 0.03 -0.02 -2.71 -1.243
C -0.70 -0.31 -1.44 0.841
C -2.19 -0.44 -1.54 -1.186
N -0.07 -0.54 -0.34 -0.375
H -0.34 0.92 -3.14 0.329
H -0.23 -0.77 -3.45 0.340
H 1.09 0.08 -2.52 0.291
H -2.64 -0.54 -0.55 0.329
H -2.63 0.43 -2.02 0.320
H -2.47 -1.31 -2.13 0.311
H -0.69 -0.71 0.46 0.062
```